{"formula": "C3H4N2O", "method": "ωB97M-V/def2-TZVPD", "lumo_ev": 0.572, "relative_energy_kj_mol": 277.96, "total_energy_ha": -301.381362, "orbital_gap_ha": 0.3571, "charge": 0, "multiplicity": 1, "e_homo_ev": -9.1450, "elements": ["N", "C", "C", "O", "C", "N", "H", "H", "H", "H"], "xyz": [[1.4270, -0.2377, -0.1137], [0.0756, 0.0979, -0.0813], [-0.8310, -0.9695, -0.5776], [-0.4979, -2.1315, -0.5582], [-0.4109, 1.3914, 0.3033], [-0.7483, 0.6118, 1.2267], [1.6021, -1.2307, -0.0280], [2.0707, 0.3456, 0.3992], [-1.8509, -0.6437, -0.8497], [-0.3356, 2.4668, 0.1730]], "lowdin_charge": [0.116, -0.453, -0.223, 0.054, -0.111, 0.202, 0.086, 0.091, 0.128, 0.111]}